(1)
2
Properties=species:S:1:pos:R:3:lowdin_charge:R:1 method="wB97M-V/def2-TZVPD" homo_lumo_gap_ev=6.41 multiplicity=1 de_lowest_ev=0.031 smiles="O=S"
O 0.7149 -0.0546 -0.0929 -0.700
S -0.7149 0.0546 0.0929 0.700

(2)
3
Properties=species:S:1:pos:R:3:lowdin_charge:R:1 method="wB97M-V/def2-TZVPD" homo_lumo_gap_ev="8.36 / 7.24" multiplicity=1 de_lowest_ev=1.589
O -0.6056 0.5803 -1.1583 -0.621
S 0.7357 -1.3093 0.9909 0.073
S -0.1301 0.7291 0.1674 0.548

(3)
2
Properties=species:S:1:pos:R:3:lowdin_charge:R:1 method="wB97M-V/def2-TZVPD" homo_lumo_gap_ev=5.50 multiplicity=1 de_lowest_ev=3.418
S 0.0000 0.0000 1.3007 0.000
S 0.0000 0.0000 -1.3007 0.000

(4)
2
Properties=species:S:1:pos:R:3:lowdin_charge:R:1 method="wB97M-V/def2-TZVPD" homo_lumo_gap_ev=4.44 multiplicity=1 de_lowest_ev=6.763
S 0.0000 0.0000 1.6726 0.000
S 0.0000 0.0000 -1.6726 0.000

(5)
2
Properties=species:S:1:pos:R:3:lowdin_charge:R:1 method="wB97M-V/def2-TZVPD" homo_lumo_gap_ev=5.66 multiplicity=1 de_lowest_ev=1.211
S -0.8159 -0.7445 0.1218 0.000
S 0.8159 0.7445 -0.1218 0.000

(6)
2
Properties=species:S:1:pos:R:3:lowdin_charge:R:1 method="wB97M-V/def2-TZVPD" homo_lumo_gap_ev="4.58 / 4.07" multiplicity=2 de_lowest_ev=8.503 charge=+1
S -1.2770 0.5900 0.8162 0.500
S 1.2770 -0.5900 -0.8162 0.500

Please write out number 6 again, unchanged.
2
Properties=species:S:1:pos:R:3:lowdin_charge:R:1 method="wB97M-V/def2-TZVPD" homo_lumo_gap_ev="4.58 / 4.07" multiplicity=2 de_lowest_ev=8.503 charge=+1
S -1.2770 0.5900 0.8162 0.500
S 1.2770 -0.5900 -0.8162 0.500